Molecular formula: C25H23CaN9O4S4Se
Method: DFT, ωB97M-V/def2-TZVPD

Each line ends with the Mulliken charge.
Cartesian coordinates (Å):
Ca  1.16850  0.50405  1.03037  1.268
C  -2.15066  1.72590  -3.03844  -0.427
C  -1.83278  3.11623  -2.49233  -0.811
N  -0.48293  3.23180  -1.99793  -0.161
C  -0.08816  2.67714  -0.81073  0.231
S  1.61066  2.58496  -0.61866  -0.618
N  -1.01521  2.40267  0.06835  -0.870
N  -0.58847  1.82315  1.21884  0.072
C  -1.37781  1.76260  2.23569  0.756
C  -2.78415  2.27664  2.29365  -1.434
C  0.41978  0.71427  3.63533  0.266
C  0.01478  0.26899  5.01195  0.569
C  1.06798  0.70737  5.95878  -0.774
C  2.32088  0.88863  5.46250  -0.628
C  2.58915  0.96551  4.07729  -0.576
N  1.59009  1.07800  3.18648  -0.791
H  -3.18461  1.67740  -3.37769  0.379
H  -1.98942  0.99060  -2.25196  0.029
H  -1.49345  1.48544  -3.87321  0.167
H  -2.50041  3.35163  -1.66156  0.312
H  -1.95978  3.86900  -3.27705  0.403
H  0.24439  3.20951  -2.69793  0.258
H  -3.00099  2.80444  1.36902  0.349
H  -2.92186  2.93993  3.14967  0.307
H  -3.47364  1.43766  2.40409  0.296
H  -0.19429  -0.80957  5.10959  0.353
H  0.84154  0.80388  7.00991  0.372
H  3.13465  1.10264  6.14544  0.340
H  3.59804  1.10105  3.71015  0.444
C  4.99860  0.75045  -0.47281  -1.157
C  4.47513  -0.21183  0.52742  -0.074
N  3.22210  -0.33806  0.88588  0.070
C  3.14614  -1.37227  1.76363  0.379
C  4.41472  -1.88442  1.96265  0.074
N  5.23593  -1.12764  1.16319  0.043
C  4.99969  -2.94240  2.81265  0.546
O  4.16714  -3.68570  3.48051  -0.614
O  6.21417  -3.07226  2.85061  -0.711
C  1.83538  -1.86522  2.28235  0.987
O  1.85739  -2.81879  3.10130  -0.888
O  0.80318  -1.32865  1.85631  -0.717
H  4.20560  1.45213  -0.72690  0.009
H  5.29534  0.21556  -1.37557  0.301
H  5.86712  1.28895  -0.09291  0.381
H  6.22792  -1.29622  1.08924  0.214
H  3.13982  -3.35858  3.35476  0.412
Se  -3.01377  0.68502  5.23739  -0.332
C  -1.32379  0.90146  4.62966  -0.542
N  -0.85978  1.17397  3.36538  0.375
S  -1.28645  -0.72380  -6.67528  -0.443
C  -0.81545  -1.04046  -5.12158  0.128
S  0.80483  -0.82274  -4.52802  -0.167
C  0.19865  -1.24488  -2.82436  0.045
N  -1.06292  -1.49407  -2.86341  -0.861
N  -1.61983  -1.41911  -4.09937  0.778
C  -2.97830  -1.75167  -4.20294  0.227
C  -3.46928  -2.45912  -5.29729  -0.440
C  -4.80989  -2.78913  -5.35972  -0.650
C  -5.67363  -2.43080  -4.33779  -0.357
C  -5.17893  -1.75327  -3.23441  -0.789
C  -3.83946  -1.42046  -3.15801  -0.049
S  1.25491  -1.32881  -1.56099  -0.215
H  -2.80475  -2.75787  -6.09083  0.374
H  -5.17831  -3.33927  -6.21434  0.344
H  -6.72366  -2.68732  -4.39414  0.366
H  -5.84035  -1.47828  -2.42304  0.348
H  -3.44702  -0.91602  -2.28884  0.526

Forces on the atoms, in the same order (eV/Å):
0.1 1.3 -2.6
0.1 0.3 0.2
-0.3 -0.1 0.0
-0.1 0.0 -0.3
0.2 0.4 0.3
0.9 0.3 -0.2
-1.3 0.1 -0.6
-0.9 0.7 1.2
-0.8 0.8 -1.2
0.1 0.0 -0.2
1.6 0.2 0.9
0.4 -0.3 -0.2
-0.1 0.3 0.3
-0.2 0.1 0.0
0.9 0.0 0.0
-0.5 0.2 0.8
-0.1 -0.1 -0.1
0.0 -0.1 0.0
0.0 -0.1 -0.1
0.0 0.1 -0.1
-0.1 0.0 0.1
0.0 0.0 0.2
0.1 0.0 0.0
0.0 -0.1 0.0
0.0 0.1 0.1
-0.2 0.1 -0.1
0.0 0.0 0.2
0.1 -0.1 0.0
0.0 0.0 0.0
-0.1 0.0 0.0
0.4 0.0 0.0
1.2 -0.2 -0.4
1.0 -0.9 0.3
-0.5 0.1 0.0
-0.1 -0.1 0.1
0.0 -0.1 0.1
-0.4 0.1 0.1
0.0 0.0 -0.1
0.1 -1.0 0.6
0.4 -0.2 0.2
-0.7 -2.1 0.6
0.1 0.0 0.0
0.0 0.0 -0.1
0.0 0.0 0.0
-0.1 0.1 0.0
0.4 0.1 -0.1
0.1 0.3 0.3
-1.1 -0.8 -0.4
-0.5 0.3 0.5
0.1 0.2 -0.8
0.1 0.1 0.2
-1.0 -0.3 0.9
0.1 0.2 -1.7
-0.4 -0.3 1.2
1.0 0.3 -0.8
-0.8 -0.2 0.1
0.1 0.0 0.1
-0.1 0.0 0.0
-0.1 0.0 0.0
-0.1 0.0 0.0
0.2 0.1 0.0
0.9 0.1 1.0
0.0 0.0 0.0
0.0 0.0 -0.1
0.0 0.0 0.0
0.0 0.0 0.0
0.1 0.0 0.0

Its multiplicity is 1. As for the energy relative to the best compared isomer or geometry (same formula, charge and spin): 31.7 kcal per mole. The total energy is -6432.2235 Ha. As for the total charge: -2.